# 1
The following is a quantum chemistry calculation of a molecular structure, C58H56FeN7O7S3Te in a non-equilibrium geometry, from OMol25.

gap between HOMO and LUMO (spin up / spin down)	4.9 / 6.0	eV
<S²>	6.105
charge	-1
spin multiplicity	5
HOMO level (spin up / spin down)	-0.107 / -0.182	Eh

Last column: Mulliken spin population.
CARTESIAN COORDINATES (ANGSTROEM)
Fe  -0.7669  -0.4833  0.1649  1.089
O  -4.7018  -2.0157  3.2916  0.001
C  -4.6904  -0.6869  3.4471  0.034
C  -5.6895  -0.1217  4.2453  -0.014
C  -5.7394  1.2423  4.4552  0.023
C  -4.7909  2.0851  3.8760  -0.009
C  -3.8016  1.5335  3.0862  0.026
C  -3.7301  0.1574  2.8562  -0.021
C  -2.6644  -0.3501  1.9741  -0.021
O  -1.8083  0.4450  1.4810  0.127
N  -2.6903  -1.6518  1.6915  0.196
N  -1.7823  -2.0223  0.7789  0.437
C  -1.5954  -3.4127  0.8035  -0.151
S  -0.6254  -5.8152  -0.1804  0.019
C  -2.1795  -6.7341  -0.1550  0.034
C  -3.1687  -6.1011  0.8161  0.006
S  -2.4003  -5.4613  2.3273  0.251
H  -3.9406  -2.2423  2.6917  0.006
H  -6.4225  -0.7885  4.6843  -0.001
H  -6.5289  1.6552  5.0753  0.002
H  -4.8292  3.1549  4.0379  0.000
H  -3.0534  2.1601  2.6153  0.000
H  -1.9018  -7.7457  0.1484  0.001
H  -2.5810  -6.7650  -1.1689  -0.002
H  -3.9242  -6.8117  1.1584  0.001
H  -3.6706  -5.2487  0.3576  -0.004
C  -0.1701  0.4863  6.1173  0.006
O  -0.2174  -0.8626  5.6959  0.002
C  0.2326  -1.8111  6.5428  0.029
C  0.4513  -1.6044  7.8964  -0.012
C  0.7961  -2.6657  8.7315  0.039
C  0.9174  -3.9398  8.2039  -0.021
C  0.7479  -4.1362  6.8375  0.027
C  0.4392  -3.0845  5.9821  -0.036
N  0.3056  -3.3132  4.6098  0.091
C  0.5892  -2.4670  3.5456  0.287
C  1.5816  -1.4797  3.4917  -0.049
C  2.6215  -1.3209  4.4419  0.252
C  3.5144  -0.2642  4.3730  -0.124
C  3.3898  0.6726  3.3475  0.230
C  2.4128  0.5064  2.3644  -0.115
C  1.5312  -0.5793  2.3733  0.185
O  0.6727  -0.7987  1.4014  -0.036
H  -0.4731  1.0789  5.2588  -0.001
H  0.8454  0.7696  6.4071  -0.001
H  -0.8555  0.6747  6.9486  0.000
H  0.3277  -0.6163  8.3204  -0.001
H  0.9490  -2.4888  9.7889  0.004
H  1.1708  -4.7780  8.8426  -0.001
H  0.8855  -5.1227  6.4044  0.001
H  -0.1567  -4.1690  4.3608  -0.028
H  -0.0214  -2.6309  2.6762  0.231
H  2.7266  -2.0567  5.2317  0.011
H  4.3011  -0.1664  5.1141  -0.001
H  4.0623  1.5227  3.2934  0.007
H  2.3470  1.2221  1.5541  -0.020
N  -0.6263  -1.9935  -3.3908  0.027
C  -0.6035  -2.3728  -2.0740  0.133
O  -0.0595  -1.5530  -1.2714  0.004
C  -1.0530  -3.6416  -1.7024  0.054
C  -1.1890  -4.1400  -0.3525  0.350
N  -1.8955  -3.9599  2.0131  0.422
C  -1.3891  -4.5285  -2.7744  0.018
N  -1.7064  -5.2203  -3.6462  0.017
H  -0.7033  -0.9976  -3.5202  -0.004
H  -1.1831  -2.5521  -4.0186  -0.001
C  -5.2093  4.0123  -8.8009  0.000
C  -4.7051  3.4286  -7.5029  0.000
O  -3.5613  3.4797  -7.1575  0.000
S  -6.0083  2.6521  -6.5522  0.000
C  -5.1002  1.9955  -5.1833  0.000
C  -4.6626  2.8320  -4.1635  0.000
C  -3.9286  2.3115  -3.1117  0.002
C  -3.6213  0.9465  -3.0548  -0.004
C  -4.0910  0.1155  -4.0763  0.002
C  -4.8205  0.6354  -5.1353  0.000
C  -2.8074  0.4292  -1.9920  0.005
C  -2.0823  0.0314  -1.1032  -0.032
H  -4.8487  5.0356  -8.8972  0.000
H  -6.2971  3.9928  -8.8613  0.000
H  -4.7930  3.4287  -9.6230  0.000
H  -4.8878  3.8897  -4.2044  0.000
H  -3.5736  2.9586  -2.3199  -0.001
H  -3.8706  -0.9440  -4.0358  0.001
H  -5.1701  -0.0115  -5.9294  0.000
C  -0.2969  2.8981  1.0230  0.006
C  0.6651  2.2608  0.0589  -0.010
O  1.7014  2.8733  -0.2224  0.000
N  0.3111  1.0838  -0.5298  -0.001
Te  1.7292  0.4971  -1.8378  0.005
C  1.9958  1.9919  -3.3588  -0.002
C  1.1568  3.0900  -3.5967  0.002
C  -0.0978  3.3919  -2.8127  -0.005
C  1.4787  3.9543  -4.6400  0.000
C  2.5608  3.7391  -5.4748  0.000
C  2.8991  4.7041  -6.5819  0.000
C  3.3012  2.5778  -5.2950  0.000
C  3.0307  1.6858  -4.2671  0.000
C  3.8672  0.4242  -4.1952  0.000
C  3.6610  0.5758  -0.8817  -0.007
C  4.5715  1.6431  -0.8614  0.003
C  4.4325  2.9476  -1.6102  0.000
C  5.7509  1.4710  -0.1344  0.001
C  6.0493  0.3047  0.5499  0.000
C  7.3111  0.1717  1.3647  0.000
C  5.1568  -0.7526  0.4588  -0.001
C  3.9739  -0.6518  -0.2561  0.003
C  3.0950  -1.8822  -0.3158  -0.023
H  0.2606  3.5633  1.6786  -0.001
H  -0.8498  2.1622  1.5926  0.001
H  -1.0101  3.4901  0.4397  -0.001
H  -0.6177  2.4853  -2.5057  0.004
H  -0.7797  3.9877  -3.4209  0.000
H  0.1454  3.9594  -1.9134  0.000
H  0.8412  4.8188  -4.8084  0.000
H  2.4429  5.6784  -6.4060  0.000
H  2.5375  4.3352  -7.5454  0.000
H  3.9784  4.8364  -6.6640  0.000
H  4.1141  2.3553  -5.9817  0.000
H  4.5210  0.3566  -5.0629  0.000
H  3.2361  -0.4691  -4.1838  0.000
H  4.4943  0.3967  -3.3010  0.000
H  3.4173  3.3223  -1.5935  0.000
H  4.7317  2.8231  -2.6569  0.000
H  5.0901  3.6954  -1.1635  0.000
H  6.4587  2.2960  -0.1050  0.000
H  7.8888  1.0966  1.3500  0.000
H  7.9398  -0.6345  0.9811  0.000
H  7.0682  -0.0642  2.4041  -0.001
H  5.3735  -1.6793  0.9824  -0.005
H  3.5524  -2.6950  0.2470  0.001
H  2.9532  -2.2247  -1.3436  0.000
H  2.1085  -1.7049  0.1219  0.042

=====

# 2
The following is a quantum chemistry calculation of a molecular structure, C26H64CuN6O11 in a non-equilibrium geometry, from OMol25.

gap between HOMO and LUMO (spin up / spin down)	7.7 / 3.4	eV
<S²>	0.754
charge	+2
spin multiplicity	2
HOMO level (spin up / spin down)	-0.451 / -0.451	Eh

Last column: Mulliken spin population.
CARTESIAN COORDINATES (ANGSTROEM)
Cu  -0.0184  2.4338  1.9904  0.000
C  -7.0182  2.3129  2.4838  0.000
C  -5.6832  2.4630  3.2446  0.000
N  -5.1641  1.2017  3.7064  0.000
C  -5.3233  0.6632  4.9374  0.000
C  -4.4784  -0.3777  5.0719  0.000
N  -3.8457  -0.5416  3.8588  0.000
C  -4.2870  0.4122  3.0363  0.000
C  -2.7650  -1.4862  3.6596  0.000
H  -7.3234  3.3162  2.1927  0.000
H  -7.7976  1.8859  3.1152  0.000
H  -6.8884  1.6607  1.6230  0.000
H  -5.8492  3.1095  4.1057  0.000
H  -5.0207  3.0005  2.5691  0.000
H  -5.9696  1.1396  5.6570  0.000
H  -4.2652  -0.9786  5.9385  0.000
H  -3.7799  0.6642  2.1153  0.000
H  -1.8319  -0.9045  3.6065  0.000
H  -2.7028  -1.8035  2.6146  0.000
H  -2.6346  -2.2586  4.4033  0.000
N  -1.4628  -0.3193  0.6439  0.000
O  -2.6760  -0.3490  0.3048  0.000
O  -0.7059  -1.2889  0.4686  0.000
O  -1.0747  0.6654  1.3605  0.000
C  1.3241  -1.5776  3.9168  0.000
O  2.1837  -2.5848  3.4418  0.000
C  1.6026  -3.8782  3.3950  0.000
C  1.0452  -4.1719  1.9903  0.000
N  2.0439  -3.8579  0.9459  0.000
C  1.4190  -3.8335  -0.3650  0.000
C  2.4115  -3.5361  -1.4858  0.000
O  3.2334  -4.6417  -1.7286  0.000
C  4.1779  -4.4029  -2.7372  -0.001
H  0.5963  -2.0478  4.5801  0.000
H  0.7931  -1.0368  3.1169  0.000
H  1.8497  -0.7379  4.3758  0.000
H  0.8249  -4.0215  4.1449  0.000
H  2.4477  -4.5661  3.4570  0.000
H  0.1144  -3.6047  1.8569  0.000
H  0.8931  -5.2522  1.9407  0.000
H  2.2373  -2.8899  1.2091  0.000
H  0.6203  -3.0806  -0.4113  0.000
H  1.0069  -4.8257  -0.5624  0.000
H  3.0634  -2.6990  -1.1823  -0.001
H  1.8523  -3.2644  -2.3926  0.001
H  4.7489  -5.3144  -2.9060  0.000
H  4.8137  -3.5686  -2.4203  0.000
H  3.7166  -4.1917  -3.7117  0.000
C  -0.4104  2.0769  -3.3674  -0.001
O  -0.5119  3.1464  -2.4667  0.000
C  -1.5294  2.9914  -1.4916  0.000
C  -1.3495  4.1704  -0.5474  0.000
N  -0.1146  4.0144  0.2529  0.000
C  -0.0575  5.2103  1.1494  0.000
C  1.2079  5.1663  1.9772  0.000
O  1.0929  4.1469  2.9529  0.000
C  2.2229  4.0532  3.8228  0.000
H  -1.4188  1.8716  -3.7532  0.000
H  -0.0351  1.1357  -2.9635  0.000
H  0.1457  2.3233  -4.2722  0.000
H  -1.3697  2.0346  -0.9649  0.000
H  -2.5072  2.7812  -1.9398  0.000
H  -2.2279  4.2955  0.0826  0.000
H  -1.2457  5.0235  -1.2243  0.000
H  0.6574  4.2087  -0.3810  0.000
H  -0.8930  5.1543  1.8533  0.000
H  -0.1851  6.0824  0.5044  0.000
H  1.3679  6.1544  2.4164  0.000
H  2.0372  5.0068  1.2776  0.000
H  2.1057  4.8711  4.5462  0.000
H  3.2041  4.2030  3.3749  0.000
H  2.0928  3.1486  4.4103  0.000
C  1.5357  -0.5165  -1.2948  0.000
O  2.6870  -0.3540  -2.0982  -0.001
C  2.5960  0.6805  -3.0352  0.004
C  3.9739  1.0785  -3.5489  0.029
N  4.5428  -0.0814  -4.2253  0.834
C  5.9879  -0.0668  -4.6213  0.019
C  6.3675  -1.3849  -5.2194  0.019
O  6.3722  -2.3617  -4.2008  0.005
C  6.3959  -3.6838  -4.6754  0.000
H  1.2096  0.3984  -0.7931  0.000
H  1.8586  -1.1020  -0.4232  0.001
H  0.7384  -1.1699  -1.6545  0.000
H  2.1924  1.5875  -2.5679  0.006
H  1.9172  0.4152  -3.8507  0.000
H  4.6992  1.3969  -2.7908  0.035
H  3.8779  1.9219  -4.2382  0.021
H  4.3617  -0.9116  -3.6344  -0.022
H  6.4970  0.1174  -3.6673  0.041
H  6.0454  0.8292  -5.2383  0.011
H  7.3233  -1.4211  -5.7471  -0.002
H  5.6627  -1.6605  -6.0146  -0.001
H  7.1185  -4.0344  -5.4153  0.000
H  5.4390  -4.0007  -5.1199  0.001
H  6.4312  -4.3200  -3.7923  0.000
C  -4.7525  -2.7370  -0.7249  0.000
O  -3.4234  -2.7221  -1.2239  0.000
H  -5.0900  -3.7638  -0.5928  0.000
H  -4.7446  -2.2143  0.2379  0.000
H  -5.4646  -2.2348  -1.3874  0.000
H  -2.9732  -1.9745  -0.8141  0.000
C  -5.6742  1.7252  -0.7559  0.000
O  -4.4693  2.0350  -0.0725  0.000
H  -6.2572  0.8444  -0.4753  0.000
H  -6.3164  2.6035  -0.7986  0.000
H  -5.4732  1.5396  -1.8207  0.000
H  -3.9254  1.2367  -0.1300  0.000